Record 1
Formula: C30H48P2Pr
Source: OMol25
Level of theory: wB97M-V/def2-TZVPD

Each line ends with the Mulliken spin population.
Positions of all 81 atoms, in Å:
1 Pr 0.152 -0.557 1.657  2.0157
2 C -0.750 -2.578 2.531  0.0070
3 C 0.600 -2.916 2.050  -0.0113
4 C 0.828 -1.218 3.723  0.0068
5 C -0.627 -1.522 3.561  -0.0037
6 C 1.573 -2.095 2.790  0.0080
7 C -2.019 -3.203 2.088  -0.0035
8 H -1.927 -3.621 1.086  0.0006
9 H -2.854 -2.499 2.108  -0.0007
10 H -2.237 -4.019 2.783  0.0018
11 C -1.719 -0.821 4.261  -0.0035
12 H -2.685 -1.026 3.799  0.0007
13 H -1.568 0.261 4.285  -0.0004
14 H -1.733 -1.197 5.288  0.0014
15 C 1.381 -0.176 4.607  -0.0048
16 H 1.501 -0.628 5.596  0.0024
17 H 0.711 0.681 4.690  0.0002
18 H 2.356 0.178 4.265  0.0007
19 C 3.049 -2.149 2.654  -0.0015
20 H 3.421 -2.828 3.427  0.0010
21 H 3.513 -1.171 2.799  -0.0012
22 H 3.341 -2.543 1.682  0.0009
23 C 0.932 -3.993 1.078  -0.0056
24 H 1.147 -4.901 1.651  0.0012
25 H 1.811 -3.747 0.481  -0.0014
26 H 0.097 -4.198 0.409  0.0000
27 C -1.595 0.770 -5.319  0.0000
28 C -1.660 -0.567 -5.330  -0.0002
29 C -0.836 -1.566 -6.087  0.0000
30 C 0.520 -1.076 -6.651  0.0000
31 C 1.451 -0.565 -5.589  0.0000
32 C 1.511 0.654 -5.039  0.0000
33 C 0.694 1.880 -5.323  0.0000
34 C -0.652 1.674 -6.058  0.0000
35 H -1.431 -1.988 -6.914  0.0000
36 H 0.350 -0.335 -7.439  0.0000
37 H -0.640 -2.414 -5.410  -0.0001
38 H -0.469 1.329 -7.082  0.0000
39 H -2.314 1.292 -4.669  0.0000
40 H -2.442 -1.026 -4.712  0.0002
41 H -1.124 2.669 -6.154  0.0000
42 H 0.487 2.369 -4.356  0.0000
43 H 2.283 0.810 -4.276  0.0000
44 H 1.300 2.606 -5.890  0.0000
45 H 0.997 -1.942 -7.147  0.0000
46 H 2.161 -1.314 -5.206  0.0000
47 P -1.141 -0.448 -0.543  -0.0024
48 C -2.633 0.411 -0.395  0.0013
49 C -1.289 -1.833 -1.561  -0.0001
50 P 1.735 0.148 -0.222  -0.0018
51 C 0.221 0.656 -1.203  -0.0040
52 C 2.626 -1.021 -1.123  0.0009
53 C 2.701 1.518 0.200  -0.0013
54 H -2.607 1.184 0.385  0.0000
55 H -3.417 -0.317 -0.140  0.0000
56 H -2.831 0.849 -1.373  0.0003
57 H -1.430 -1.449 -2.570  -0.0005
58 H -2.182 -2.390 -1.245  0.0004
59 H -0.430 -2.517 -1.530  -0.0001
60 H 2.966 2.000 -0.740  0.0000
61 H 3.606 1.156 0.708  0.0001
62 H 2.180 2.217 0.868  0.0001
63 H -0.024 1.697 -0.945  0.0007
64 H 0.364 0.551 -2.289  -0.0007
65 H 3.579 -1.192 -0.604  0.0001
66 H 2.810 -0.571 -2.097  -0.0004
67 H 2.122 -1.990 -1.242  -0.0007
68 C -0.405 1.800 2.521  -0.0039
69 C -0.759 2.783 3.564  0.0077
70 C -0.943 2.603 4.964  0.0020
71 C -1.279 3.663 5.814  0.0000
72 C -1.442 4.949 5.316  -0.0001
73 C -1.264 5.169 3.946  -0.0002
74 C -0.932 4.118 3.102  -0.0005
75 H 0.543 2.182 2.069  -0.0058
76 H -1.182 1.899 1.723  -0.0025
77 H -0.841 1.648 5.487  0.0003
78 H -1.412 3.478 6.884  0.0000
79 H -1.703 5.765 5.983  0.0000
80 H -1.393 6.179 3.554  0.0000
81 H -0.801 4.334 2.036  0.0004

Summary:
- E_HOMO (spin up / spin down): -9.80 / -9.80 eV
- Spin multiplicity: 3
- Charge: +1
- LUMO energy (spin up / spin down): -2.7 / -2.5 eV
- ΔE to the lowest compared entry with this formula, charge and spin: 361.9 kJ/mol

---

Record 2
Formula: C3H7N4
Source: OMol25
Level of theory: wB97M-V/def2-TZVPD

Each line ends with the natural charge from an NBO analysis.
Positions of all 14 atoms, in Å:
1 C 1.988 0.412 -0.158  0.0892
2 C 1.549 -0.918 0.416  0.0345
3 C -0.193 1.215 -0.345  -0.1424
4 N 1.207 1.334 -0.418  -0.2852
5 N 0.339 -1.283 0.351  -0.2574
6 N -0.714 -0.079 -0.497  -0.1822
7 N -1.909 -0.632 0.054  -0.5438
8 H 2.966 0.356 -0.340  0.2077
9 H 2.138 -1.671 0.911  0.2622
10 H -0.496 1.847 0.618  0.2122
11 H -0.527 1.744 -1.305  0.2462
12 H -2.721 -0.615 -0.625  0.4606
13 H -2.159 -0.187 0.900  0.4087
14 H -1.466 -1.521 0.438  0.4895

Summary:
- E_HOMO: -14.05 eV
- Spin multiplicity: 1
- Charge: +1
- LUMO energy: -4.5 eV
- ΔE to the lowest compared entry with this formula, charge and spin: 539.2 kJ/mol

---

Record 3
Formula: C3H12N3
Source: OMol25
Level of theory: wB97M-V/def2-TZVPD

Each line ends with the natural charge from an NBO analysis.
Positions of all 18 atoms, in Å:
1 C -1.808 -1.049 0.696  -0.4197
2 N -0.931 -0.690 -0.453  -0.5385
3 C -1.450 0.441 -1.259  -0.4212
4 H -1.423 -1.955 1.155  0.2358
5 H -1.771 -0.236 1.414  0.2340
6 H -2.814 -1.225 0.341  0.2291
7 H -0.780 -1.514 -1.027  0.4212
8 H 0.002 -0.401 -0.038  0.4681
9 H -2.403 0.175 -1.692  0.2327
10 H -0.741 0.663 -2.054  0.2256
11 H -1.557 1.293 -0.598  0.2314
12 N 2.593 0.912 -0.479  -0.7805
13 C 2.320 0.502 0.789  0.3358
14 N 1.191 0.026 1.161  -0.8057
15 H 3.374 1.546 -0.551  0.4087
16 H 1.787 1.214 -1.008  0.3812
17 H 3.159 0.545 1.468  0.1814
18 H 1.251 -0.248 2.133  0.3806

Summary:
- E_HOMO: -13.82 eV
- Spin multiplicity: 1
- Charge: +1
- LUMO energy: -2.8 eV
- ΔE to the lowest compared entry with this formula, charge and spin: 61.1 kJ/mol